Molecular formula: C34H45O2ReS4SeTe
Method: DFT, wB97M-V/def2-TZVPD

The geometry in XYZ format:
```
88
Properties=species:S:1:pos:R:3
Re -1.16723 -0.94771 -1.88435
C 4.93867 -2.06909 3.07545
C 3.44978 -1.74621 3.22138
C 2.74264 -3.00285 3.75495
C 3.30166 -0.60228 4.23524
C 2.80589 -1.34212 1.89553
C 1.45590 -1.02800 1.84770
C 0.84943 -0.74619 0.63771
Se -1.09059 -0.65941 0.58345
C -1.56879 1.20168 0.55238
C -2.00290 1.80039 1.72851
C -2.48713 3.09329 1.70104
C -2.47663 3.74088 0.45928
C -2.07045 3.16902 -0.73195
C -1.63656 1.80681 -0.71581
O -1.31261 1.16278 -1.80906
C -2.11730 3.95514 -2.04406
C -2.62345 5.38683 -1.84463
C -0.69729 4.02838 -2.62612
C -3.06686 3.26897 -3.03834
C -3.07756 3.79931 2.91910
C -3.00017 2.92893 4.17476
C -4.55743 4.11248 2.64355
C -2.32095 5.10781 3.19066
C 1.53545 -0.77887 -0.58997
O 0.89692 -0.61421 -1.73686
C 2.93316 -1.03119 -0.54414
C 3.50250 -1.32204 0.68772
C 3.78170 -0.99425 -1.82101
C 5.26143 -1.26483 -1.52942
C 3.66278 0.40024 -2.45802
C 3.32799 -2.05283 -2.83982
H 5.34766 -2.33762 4.05184
H 5.09261 -2.91386 2.40176
H 5.49675 -1.20976 2.69886
H 3.19775 -3.32986 4.69422
H 1.68360 -2.81443 3.93199
H 2.82246 -3.81274 3.02768
H 3.75663 -0.87541 5.19128
H 3.79253 0.29824 3.86128
H 2.25171 -0.36520 4.40969
H 0.84706 -1.01651 2.74440
H -1.94442 1.22443 2.64299
H -2.83913 4.75991 0.43163
H -1.98291 5.95409 -1.16467
H -2.62206 5.89827 -2.80910
H -3.64713 5.39763 -1.46338
H -0.03179 4.55152 -1.93495
H -0.30182 3.02876 -2.80316
H -0.70340 4.56962 -3.57613
H -4.07193 3.20250 -2.61413
H -3.12009 3.83779 -3.97113
H -2.72748 2.26655 -3.27321
H -3.55546 1.99920 4.03900
H -1.96447 2.68708 4.42132
H -3.43633 3.46383 5.02084
H -5.09740 3.19480 2.40415
H -5.02167 4.57208 3.52073
H -4.66578 4.79675 1.80131
H -1.26308 4.90421 3.36643
H -2.39742 5.79269 2.34544
H -2.73100 5.60835 4.07215
H 4.55498 -1.56229 0.70673
H 5.68244 -0.53819 -0.83032
H 5.40550 -2.27136 -1.13004
H 5.82143 -1.19532 -2.46365
H 4.02590 1.17009 -1.77257
H 4.25163 0.44584 -3.37830
H 2.62495 0.61288 -2.70604
H 3.31307 -3.04381 -2.38491
H 2.33509 -1.83284 -3.22261
H 4.02270 -2.06675 -3.68492
S -1.07582 -1.09144 -4.26617
S -2.76430 -0.09331 -4.84281
S -4.24083 -1.14024 -3.85263
S -3.54105 -1.19937 -1.91370
Te -0.21866 -3.38094 -1.43985
C -1.20334 -5.24766 -1.74150
C -1.58624 -5.72140 -2.99220
C -1.91141 -7.05923 -3.16568
C -1.86718 -7.93726 -2.09182
C -1.51695 -7.46561 -0.83417
C -1.18974 -6.12885 -0.66285
H -1.60613 -5.04240 -3.83598
H -2.17883 -7.42352 -4.15048
H -2.09829 -8.98601 -2.23413
H -1.48086 -8.13726 0.01516
H -0.89406 -5.75753 0.31145
```

- Total charge: -1
- HOMO (alpha / beta): -4.42 / -4.41 eV
- Energy relative to the best compared isomer or geometry (same formula, charge and spin): 0.0 kcal/mol
- E: -158199.245 eV
- Gap between HOMO and LUMO (alpha / beta): 5.63 / 6.15 eV
- Spin multiplicity: 2


Molecular formula: C34H46N8OPPdS
Method: DFT, wB97M-V/def2-TZVPD

The geometry in XYZ format:
```
92
Properties=species:S:1:pos:R:3
Pd 1.53308 0.73082 0.13470
N 5.71669 0.97730 2.16738
C 6.37886 0.59515 1.07733
C 5.37575 0.27474 0.11422
N 4.17686 0.46936 0.62723
C 4.36239 0.91275 1.89329
C 3.29266 1.24985 2.71666
N 2.00135 1.27975 2.28198
C 1.25485 1.65061 3.31292
C 2.07322 1.86820 4.44280
N 3.32062 1.62038 4.04036
H 6.16476 1.29034 3.01979
H 7.45671 0.56525 1.01913
H 5.54366 -0.09415 -0.88626
H 0.18882 1.76584 3.25033
H 1.82505 2.16515 5.45006
H 4.12909 1.66993 4.64768
O 2.68136 3.06696 -0.29383
S 2.67039 2.70107 -1.72086
N 2.07803 1.30713 -1.85585
N 3.05628 -9.06496 -3.58443
C 2.78361 -8.12128 -2.99099
C 2.44973 -6.93490 -2.24592
C 2.12665 -5.76282 -2.92547
C 1.80102 -4.62009 -2.21568
C 1.82476 -4.66437 -0.83119
C 2.14395 -5.81927 -0.13758
C 2.45004 -6.96422 -0.85394
N 1.51227 -3.46769 -0.08897
C 0.70507 -3.38016 1.02265
C 0.67990 -2.06953 1.37577
N 1.46591 -1.35566 0.49482
C 1.94527 -2.23569 -0.37636
H 2.11506 -5.75621 -4.00650
H 1.50276 -3.72244 -2.74281
H 2.17890 -5.83117 0.94363
H 2.70219 -7.87899 -0.33583
H 0.22216 -4.24396 1.44550
H 0.16301 -1.60318 2.19626
H 2.60829 -2.02343 -1.19916
C -4.30496 -0.89168 2.10379
C -3.56384 0.20905 2.88076
C -2.21184 0.55956 2.23614
C -2.32652 0.45959 0.71261
C -2.54566 -1.01510 0.29942
C -3.31971 -1.79539 1.37375
P -0.99316 1.24864 -0.24795
C -1.09340 3.07556 -0.15819
C -0.46957 3.70197 1.09895
C -0.72658 5.20789 1.09374
C -2.23412 5.51238 1.22706
C -3.09178 4.30141 0.85581
C -2.55148 3.60244 -0.38593
C -1.10951 0.78977 -2.01560
C -0.61004 -0.60919 -2.40193
C -0.32664 -0.62824 -3.91097
C -1.36307 0.19891 -4.69444
C -2.68426 0.25876 -3.93800
C -2.52550 1.02614 -2.61232
H -4.99008 -0.44769 1.37726
H -4.92286 -1.47365 2.78536
H -3.39745 -0.09743 3.91424
H -4.17545 1.11254 2.91908
H -1.43993 -0.14494 2.56706
H -1.91766 1.55992 2.55848
H -3.20457 1.04796 0.41469
H -1.58487 -1.49703 0.11733
H -3.08815 -1.04700 -0.64631
H -2.62910 -2.24622 2.09441
H -3.84159 -2.62576 0.89900
H -0.47427 3.38721 -1.00912
H 0.59985 3.49396 1.12674
H -0.91231 3.27600 2.00319
H -0.32936 5.62421 0.16396
H -0.16858 5.68072 1.90174
H -2.49713 6.34781 0.57805
H -2.46654 5.82756 2.24408
H -4.12015 4.61175 0.67063
H -3.14186 3.59024 1.68804
H -2.53032 4.30217 -1.22415
H -3.22918 2.80675 -0.69008
H -0.42161 1.50881 -2.47638
H -1.37551 -1.34443 -2.15336
H 0.28211 -0.89628 -1.84288
H -0.33214 -1.66380 -4.25543
H 0.67702 -0.23819 -4.09975
H -1.51098 -0.23126 -5.68354
H -0.99589 1.21551 -4.86122
H -3.05035 -0.75236 -3.74604
H -3.45025 0.75138 -4.53617
H -3.30383 0.70933 -1.91456
H -2.66646 2.09324 -2.78388
```

- Total charge: +3
- HOMO (alpha / beta): -15.74 / -15.75 eV
- Energy relative to the best compared isomer or geometry (same formula, charge and spin): 0.0 kcal/mol
- E: -73548.655 eV
- Gap between HOMO and LUMO (alpha / beta): 6.50 / 3.56 eV
- Spin multiplicity: 5


Molecular formula: C34H47CdN15O2P
Method: DFT, wB97M-V/def2-TZVPD

The geometry in XYZ format:
```
100
Properties=species:S:1:pos:R:3
Cd -1.25543 -0.06595 -1.33485
C -3.31298 -3.33286 1.23003
C -2.64647 -2.65519 0.22140
N -2.56510 -1.33170 0.22620
C -3.15007 -0.66590 1.21980
C -3.81643 -1.35683 2.22222
N -3.89486 -2.68449 2.23384
C -3.08948 0.82567 1.15877
C -3.49350 1.63652 2.20268
C -3.43052 3.01540 2.04955
C -2.98840 3.52339 0.83453
C -2.59493 2.64882 -0.16387
N -2.62684 1.33378 0.01911
C -2.14899 3.09593 -1.52088
C -2.21412 4.41764 -1.93014
N -1.88167 4.79647 -3.16162
C -1.47720 3.84496 -3.99170
C -1.38701 2.51853 -3.59093
N -1.72234 2.15138 -2.36161
C -3.82796 3.92233 3.15452
C -3.11566 5.08490 3.41303
C -3.52036 5.89839 4.46011
N -4.56864 5.62802 5.23906
C -5.25093 4.51173 4.97914
C -4.91905 3.63187 3.96074
H -3.38238 -4.41406 1.22784
H -2.16173 -3.17904 -0.59181
H -4.30769 -0.83721 3.03776
H -3.81845 1.21365 3.14373
H -2.97002 4.59224 0.67739
H -2.54844 5.20209 -1.26305
H -1.21909 4.14179 -5.00171
H -1.00911 1.74775 -4.24631
H -2.23673 5.34508 2.83374
H -2.96973 6.80369 4.69220
H -6.10407 4.31071 5.61744
H -5.52792 2.75218 3.78626
N 1.13440 0.29516 -3.87909
N 0.82639 -0.76627 -4.77137
C -0.36187 -1.33790 -4.81343
N -0.62193 -2.20614 -5.79979
N -1.17653 -1.01946 -3.78447
N -2.41512 -1.55717 -3.72014
O -3.01987 -1.26307 -2.67727
O -2.92002 -2.27144 -4.57598
H 2.10338 0.52514 -4.06168
H 1.09073 -0.05588 -2.89908
H 1.46085 -0.93044 -5.53102
H 0.02177 -2.33822 -6.55876
H -1.54476 -2.60380 -5.83622
N 0.78562 -0.19200 -1.12267
P 1.57357 -0.97628 -0.05767
N 1.41355 -2.63937 -0.19637
C 2.36677 -3.52722 0.47156
C 3.46244 -3.99130 -0.48560
C 2.85135 -4.65067 -1.72428
C 1.84467 -3.70960 -2.38684
C 0.80052 -3.25365 -1.37228
N 1.23200 -0.75299 1.55853
C 1.36998 0.63524 2.04689
C 0.03523 1.15390 2.56282
C -0.41854 0.33897 3.78461
C 0.12726 -1.09969 3.71406
C 0.23629 -1.56961 2.27055
N 3.19361 -0.55720 -0.12370
C 3.74420 -0.11056 -1.41708
C 5.26274 -0.01865 -1.36307
C 5.73785 0.90034 -0.23669
C 4.99279 0.60003 1.08428
C 4.15691 -0.66960 0.97500
H 1.82606 -4.40166 0.85437
H 2.79804 -3.01448 1.33141
H 4.13594 -4.68032 0.02849
H 4.04805 -3.11570 -0.79028
H 2.33491 -5.56984 -1.42419
H 3.63206 -4.94120 -2.43010
H 1.35753 -4.19344 -3.24035
H 2.36869 -2.81819 -2.75646
H 0.21548 -4.12646 -1.04753
H 0.12214 -2.54143 -1.82867
H 1.73053 1.25869 1.23152
H 2.11892 0.68996 2.84664
H -0.69365 1.06248 1.74991
H 0.11186 2.21517 2.80519
H -1.51118 0.31983 3.83654
H -0.07324 0.81896 4.70136
H -0.51892 -1.78377 4.26495
H 1.11646 -1.15559 4.17778
H -0.76140 -1.49862 1.80807
H 0.52505 -2.61802 2.23142
H 3.31839 0.86044 -1.69227
H 3.45929 -0.81688 -2.20327
H 5.62566 0.34796 -2.32582
H 5.68403 -1.01989 -1.23277
H 5.57404 1.93950 -0.53031
H 6.81398 0.78212 -0.10471
H 4.32487 1.42564 1.33531
H 5.69615 0.49607 1.91207
H 3.60960 -0.83922 1.89843
H 4.81876 -1.53447 0.83685
```

- Total charge: +1
- HOMO: -10.19 eV
- Energy relative to the best compared isomer or geometry (same formula, charge and spin): 0.0 kcal/mol
- E: -76314.813 eV
- Gap between HOMO and LUMO: 6.84 eV